Record 1
Formula: C6H11NS
Source: OMol25
Level of theory: ωB97M-V with the def2-TZVPD basis set

Positions of all 19 atoms, in Å:
C (-1.568, -1.496, 0.396)
C (-0.163, -1.153, 0.008)
C (0.980, -1.801, 0.040)
S (2.358, -0.884, -0.280)
N (1.503, 0.546, -0.180)
C (1.957, 1.377, 1.064)
C (0.006, 0.348, -0.332)
C (-0.311, 0.889, -1.823)
H (-1.700, -0.857, 1.308)
H (-1.547, -2.519, 0.895)
H (-2.362, -1.270, -0.287)
H (1.106, -2.806, 0.146)
H (2.783, 2.071, 0.748)
H (1.173, 2.083, 1.365)
H (2.282, 0.845, 1.937)
H (-0.452, 1.041, 0.480)
H (0.304, 0.324, -2.550)
H (-0.036, 1.966, -1.830)
H (-1.441, 0.887, -1.991)

Forces on atoms 1 to 6 (eV/Å):
C 1.5 -1.3 3.1
C -1.8 2.4 -0.9
C -0.9 0.6 -0.2
S 1.3 0.1 -0.5
N 0.1 2.8 2.1
C -0.2 1.0 -2.3

## Properties
lowest unoccupied orbital energy	0.89	eV
SMILES string	CC1=CSN(C)[C@H]1C
HOMO level	-0.2724	Eh
multiplicity	1
total energy	-18723.519	eV
molecular weight	129.2	g mol⁻¹
HOMO-LUMO gap	8.3	eV
energy relative to the best compared isomer or geometry (same formula, charge and spin)	45.6	kcal/mol

Record 2
Formula: C34H38HfN5O4Te
Source: OMol25
Level of theory: ωB97M-V with the def2-TZVPD basis set

Positions of all 83 atoms, in Å:
Hf (0.602, 0.907, -0.078)
C (1.423, 1.663, -3.574)
C (-0.060, 1.922, -3.625)
C (-0.755, 1.704, -4.810)
C (-2.114, 1.956, -4.887)
C (-2.791, 2.435, -3.777)
C (-2.132, 2.658, -2.576)
C (-2.884, 3.165, -1.380)
C (-0.759, 2.386, -2.513)
N (-0.057, 2.577, -1.268)
C (0.137, 3.899, -0.930)
O (-0.171, 4.873, -1.577)
C (0.861, 4.038, 0.378)
C (1.285, 5.229, 0.930)
C (2.034, 5.175, 2.100)
C (2.358, 3.947, 2.665)
C (1.878, 2.805, 2.052)
N (1.128, 2.873, 0.961)
C (2.153, 1.396, 2.543)
O (3.041, 1.196, 3.337)
N (1.296, 0.551, 1.906)
C (1.170, -0.846, 2.194)
C (-0.140, -1.299, 2.419)
C (-1.281, -0.361, 2.717)
C (-0.388, -2.668, 2.476)
C (0.647, -3.572, 2.332)
C (1.946, -3.111, 2.173)
C (2.243, -1.756, 2.118)
C (3.681, -1.324, 2.027)
H (1.830, 1.580, -4.580)
H (1.653, 0.714, -3.075)
H (1.960, 2.455, -3.050)
H (-0.219, 1.345, -5.679)
H (-2.644, 1.784, -5.814)
H (-3.853, 2.635, -3.839)
H (-3.956, 3.038, -1.521)
H (-2.686, 4.225, -1.214)
H (-2.597, 2.619, -0.478)
H (1.031, 6.155, 0.433)
H (2.379, 6.090, 2.563)
H (2.967, 3.855, 3.553)
H (-1.596, -0.509, 3.752)
H (-2.134, -0.582, 2.079)
H (-1.029, 0.697, 2.624)
H (-1.405, -3.006, 2.637)
H (0.455, -4.637, 2.361)
H (2.760, -3.825, 2.115)
H (4.314, -2.185, 1.813)
H (4.000, -0.883, 2.968)
H (3.855, -0.564, 1.266)
C (5.340, 1.887, -0.878)
O (4.807, 0.557, -1.126)
C (3.525, 0.408, -0.989)
O (2.744, 1.318, -0.670)
N (3.073, -0.834, -1.226)
N (1.709, -1.028, -0.984)
H (6.401, 1.801, -1.077)
H (5.159, 2.165, 0.157)
H (4.872, 2.598, -1.554)
H (3.693, -1.604, -1.427)
H (1.558, -1.744, -0.266)
H (1.212, -1.301, -1.833)
C (-4.232, -5.498, 1.795)
C (-3.592, -4.329, 1.098)
C (-2.447, -4.480, 0.332)
C (-1.844, -3.404, -0.313)
C (-0.581, -3.681, -1.081)
C (-2.417, -2.129, -0.201)
Te (-1.690, -0.461, -1.322)
C (-3.604, -1.962, 0.533)
C (-4.340, -0.650, 0.605)
C (-4.151, -3.061, 1.184)
H (-3.641, -6.405, 1.674)
H (-5.228, -5.691, 1.393)
H (-4.345, -5.306, 2.863)
H (-2.004, -5.466, 0.234)
H (-0.432, -4.753, -1.204)
H (0.273, -3.310, -0.507)
H (-0.581, -3.216, -2.067)
H (-3.667, 0.195, 0.756)
H (-5.067, -0.666, 1.417)
H (-4.877, -0.450, -0.325)
H (-5.061, -2.924, 1.760)

Forces on atoms 1 to 6 (eV/Å):
Hf -0.1 0.4 -0.5
C 0.0 0.0 0.0
C 0.0 0.0 -0.1
C 0.0 0.0 0.0
C 0.0 0.0 0.0
C 0.0 0.0 0.0

## Properties
lowest unoccupied orbital energy	-3.39	eV
net charge	+1
HOMO level	-0.3809	Eh
multiplicity	1
total energy	-60115.191	eV
molecular weight	886.8	g mol⁻¹
HOMO-LUMO gap	7.0	eV
energy relative to the best compared isomer or geometry (same formula, charge and spin)	0.0	kcal/mol

Record 3
Formula: C5H6O2PS
Source: OMol25
Level of theory: ωB97M-V with the def2-TZVPD basis set

Positions of all 15 atoms, in Å:
C (1.493, 1.482, 1.487)
C (1.344, 1.326, 0.317)
C (0.624, 0.849, -0.929)
C (0.679, -0.677, -0.913)
C (-0.247, -1.149, 0.225)
P (-1.887, -0.272, 0.215)
O (-2.204, 0.119, 1.617)
O (-2.911, -0.853, -0.685)
S (-0.996, 1.587, -0.884)
H (1.633, 1.581, 2.466)
H (1.138, 1.133, -1.766)
H (1.751, -1.004, -0.992)
H (0.133, -1.012, -1.723)
H (-0.592, -2.148, 0.268)
H (0.043, -0.962, 1.298)

Forces on atoms 1 to 6 (eV/Å):
C 0.3 -0.1 -1.9
C -1.1 -0.8 -1.8
C 0.9 0.0 2.9
C -0.2 0.0 2.1
C 0.2 1.2 1.8
P 0.4 1.1 0.2

## Properties
lowest unoccupied orbital energy	3.56	eV
net charge	-1
SMILES string	C#C[C@H]1CC[P@](=O)([O-])S1
HOMO level	-0.1627	Eh
multiplicity	1
total energy	-29502.644	eV
molecular weight	161.1	g mol⁻¹
HOMO-LUMO gap	8.0	eV
energy relative to the best compared isomer or geometry (same formula, charge and spin)	44.3	kcal/mol

Record 4
Formula: C25H23NO6
Source: OMol25
Level of theory: ωB97M-V with the def2-TZVPD basis set

Positions of all 55 atoms, in Å:
C (2.007, -4.121, -3.350)
O (0.897, -3.259, -3.388)
C (1.010, -2.030, -2.795)
C (2.126, -1.578, -2.115)
C (2.082, -0.319, -1.525)
C (0.954, 0.502, -1.694)
C (-0.156, 0.074, -2.396)
C (-0.151, -1.223, -2.889)
N (-1.308, -1.781, -3.446)
C (-2.568, -1.778, -2.904)
O (-3.496, -2.295, -3.488)
C (-2.688, -1.094, -1.591)
C (-1.870, -1.363, -0.573)
C (-1.742, -0.587, 0.651)
C (-2.777, 0.178, 1.186)
C (-2.542, 1.000, 2.274)
O (-3.501, 1.776, 2.860)
C (-4.792, 1.789, 2.302)
C (-1.254, 1.096, 2.843)
O (-1.025, 1.956, 3.902)
C (-1.684, 1.629, 5.110)
C (-0.211, 0.344, 2.290)
O (1.092, 0.336, 2.676)
C (1.593, 1.283, 3.594)
C (-0.483, -0.511, 1.223)
O (1.089, 1.690, -1.045)
C (2.295, 1.641, -0.416)
C (2.837, 2.617, 0.398)
C (4.078, 2.363, 0.955)
C (4.757, 1.173, 0.704)
C (4.216, 0.198, -0.110)
C (2.970, 0.430, -0.678)
H (2.270, -4.393, -2.323)
H (1.703, -5.015, -3.892)
H (2.877, -3.676, -3.843)
H (3.007, -2.189, -2.003)
H (-1.022, 0.704, -2.508)
H (-1.169, -2.427, -4.214)
H (-3.473, -0.355, -1.520)
H (-1.125, -2.140, -0.691)
H (-3.758, 0.110, 0.747)
H (-5.263, 0.802, 2.352)
H (-5.364, 2.491, 2.908)
H (-4.778, 2.135, 1.265)
H (-2.769, 1.690, 5.009)
H (-1.343, 2.363, 5.838)
H (-1.408, 0.623, 5.447)
H (1.299, 2.298, 3.325)
H (2.677, 1.186, 3.534)
H (1.265, 1.070, 4.615)
H (0.340, -1.084, 0.826)
H (2.305, 3.535, 0.589)
H (4.529, 3.103, 1.598)
H (5.723, 1.013, 1.158)
H (4.742, -0.725, -0.300)

Forces on atoms 1 to 6 (eV/Å):
C 0.2 -0.2 0.0
O -0.3 0.4 0.1
C -0.2 0.0 0.0
C 0.0 0.0 0.0
C -0.7 0.3 -0.2
C 0.5 -1.0 -0.2

## Properties
lowest unoccupied orbital energy	0.41	eV
SMILES string	COc1cc2c(cc1NC(=O)/C=C/c1cc(OC)c(OC)c(OC)c1)oc1ccccc12
HOMO level	-0.2877	Eh
multiplicity	1
total energy	-40071.706	eV
molecular weight	433.5	g mol⁻¹
HOMO-LUMO gap	8.2	eV
energy relative to the best compared isomer or geometry (same formula, charge and spin)	85.9	kcal/mol

Record 5
Formula: C18H33N3O3SbTi
Source: OMol25
Level of theory: ωB97M-V with the def2-TZVPD basis set

Positions of all 59 atoms, in Å:
Ti (1.120, -1.005, 0.568)
N (0.348, -2.868, -0.446)
C (1.662, -3.405, -0.997)
C (2.517, -2.332, -0.359)
O (2.500, -1.180, -0.905)
O (2.632, -2.367, 0.908)
H (-0.037, -3.535, 0.220)
H (-0.334, -2.772, -1.196)
H (1.671, -3.359, -2.081)
H (1.867, -4.406, -0.632)
C (-3.205, 0.398, -5.418)
C (-2.615, 1.796, -5.318)
N (-1.436, 1.872, -4.438)
C (-0.104, 1.885, -5.043)
C (0.417, 0.498, -5.387)
C (-1.667, 1.835, -3.117)
O (-2.766, 1.718, -2.599)
C (-0.503, 1.913, -2.146)
C (0.361, 2.993, -1.995)
C (1.264, 3.008, -0.935)
C (1.268, 1.954, -0.051)
N (0.427, 0.911, -0.176)
C (-0.437, 0.905, -1.200)
H (-4.080, 0.413, -6.066)
H (-3.524, 0.047, -4.437)
H (-2.492, -0.311, -5.840)
H (-3.361, 2.487, -4.926)
H (-2.303, 2.162, -6.295)
H (0.595, 2.389, -4.379)
H (-0.161, 2.503, -5.939)
H (0.496, -0.118, -4.487)
H (1.408, 0.568, -5.835)
H (-0.238, -0.009, -6.093)
H (0.329, 3.822, -2.691)
H (1.948, 3.832, -0.792)
H (1.956, 1.931, 0.788)
H (-1.145, 0.082, -1.258)
C (1.637, -1.006, 6.204)
C (2.183, -0.497, 4.875)
Sb (0.708, -0.456, 3.325)
C (-0.363, 1.376, 3.579)
C (-0.821, 1.624, 5.013)
C (-0.742, -1.925, 3.875)
C (-0.265, -3.355, 3.662)
H (2.421, -0.949, 6.959)
H (1.318, -2.048, 6.144)
H (0.796, -0.412, 6.560)
H (3.019, -1.103, 4.529)
H (2.546, 0.528, 4.960)
H (-1.211, 1.338, 2.893)
H (0.286, 2.182, 3.232)
H (-1.473, 0.829, 5.377)
H (-1.383, 2.555, 5.064)
H (0.024, 1.714, 5.696)
H (-1.654, -1.711, 3.313)
H (-0.979, -1.738, 4.923)
H (0.020, -3.540, 2.621)
H (-1.050, -4.065, 3.920)
H (0.609, -3.595, 4.270)

Forces on atoms 1 to 6 (eV/Å):
Ti -0.1 0.9 -0.1
N -0.1 -0.1 0.0
C 0.0 0.0 0.0
C 0.1 -0.1 -0.1
O 0.0 -0.1 0.0
O -0.1 0.2 0.1

## Properties
lowest unoccupied orbital energy (spin up / spin down)	-7.95 / -7.58	eV
net charge	+2
HOMO level (spin up / spin down)	-0.5238 / -0.5239	Eh
multiplicity	2
total energy	-59452.703	eV
molecular weight	509.1	g mol⁻¹
HOMO-LUMO gap (spin up / spin down)	6.3 / 6.7	eV
energy relative to the best compared isomer or geometry (same formula, charge and spin)	6.9	kcal/mol

Record 6
Formula: C2HBrFO2
Source: OMol25
Level of theory: ωB97M-V with the def2-TZVPD basis set

Positions of all 7 atoms, in Å:
C (-1.711, -1.017, -0.322)
C (0.854, 0.642, 0.457)
O (-1.079, -1.982, -0.386)
O (-2.502, -0.155, -0.285)
F (1.189, 1.826, 1.194)
Br (2.632, -0.232, 0.014)
H (0.617, 0.918, -0.673)

Forces on atoms 1 to 6 (eV/Å):
C -1.0 0.5 0.3
C -1.3 -0.2 -1.1
O 0.4 -0.2 -0.1
O 0.8 -0.3 -0.1
F 0.0 -0.2 -0.9
Br 0.6 -0.2 0.0

## Properties
lowest unoccupied orbital energy	3.45	eV
net charge	-1
HOMO level	-0.0902	Eh
multiplicity	1
total energy	-78945.138	eV
molecular weight	155.9	g mol⁻¹
HOMO-LUMO gap	5.9	eV
energy relative to the best compared isomer or geometry (same formula, charge and spin)	34.1	kcal/mol

Record 7
Formula: C5H6ClNO
Source: OMol25
Level of theory: ωB97M-V with the def2-TZVPD basis set

Positions of all 14 atoms, in Å:
C (-0.494, 2.253, -0.212)
C (-0.122, 1.100, 0.398)
N (-0.342, -0.244, -0.256)
C (-1.620, -0.736, -0.428)
O (-1.909, -1.909, -0.376)
C (0.604, -1.233, 0.384)
C (1.868, -1.348, 0.203)
Cl (2.942, -0.170, -0.477)
H (-1.144, 1.973, -0.919)
H (-0.563, 3.228, 0.130)
H (0.417, 1.429, 1.272)
H (-2.324, 0.076, -0.875)
H (0.318, -2.157, 0.888)
H (2.371, -2.261, 0.267)

Forces on atoms 1 to 6 (eV/Å):
C 0.3 -3.8 1.5
C -0.3 2.7 -1.9
N 3.0 0.6 4.6
C -1.3 0.3 -1.6
O 0.1 0.8 0.2
C -3.1 -0.3 -1.0

## Properties
lowest unoccupied orbital energy	0.85	eV
SMILES string	C=CN(C=O)/C=C\Cl
HOMO level	-0.3457	Eh
multiplicity	1
total energy	-21338.872	eV
molecular weight	131.6	g mol⁻¹
HOMO-LUMO gap	10.3	eV
energy relative to the best compared isomer or geometry (same formula, charge and spin)	83.3	kcal/mol

Record 8
Formula: C7H12BrClN3
Source: OMol25
Level of theory: ωB97M-V with the def2-TZVPD basis set

Positions of all 24 atoms, in Å:
N (3.069, 1.670, 0.199)
C (2.986, 0.650, -0.570)
Br (4.783, -0.242, -0.754)
N (1.919, -0.603, -0.016)
C (0.510, -0.415, -0.355)
C (-0.288, -1.535, 0.324)
C (-1.600, -1.328, 0.382)
C (-2.129, -0.093, -0.246)
C (-3.580, 0.025, 0.185)
Cl (-4.587, 0.859, -1.010)
C (-1.192, 0.958, 0.329)
N (0.021, 0.861, 0.254)
H (3.422, 1.530, 1.103)
H (2.203, 2.227, 0.242)
H (2.645, 0.900, -1.564)
H (2.252, -1.501, -0.230)
H (2.157, -0.508, 0.954)
H (0.369, -0.396, -1.450)
H (0.326, -2.335, 0.649)
H (-2.308, -2.168, 0.602)
H (-1.968, -0.021, -1.246)
H (-3.637, 0.540, 1.156)
H (-3.956, -1.007, 0.247)
H (-1.418, 1.932, 0.815)

Forces on atoms 1 to 6 (eV/Å):
N -1.8 3.6 2.0
C 1.1 -4.0 -3.2
Br -1.4 0.2 0.2
N 1.4 2.7 -0.5
C -1.7 0.1 1.7
C 0.0 1.2 -1.2

## Properties
lowest unoccupied orbital energy	-3.10	eV
net charge	+1
SMILES string	N[C@@H](Br)[NH2+][C@H]1C=C[C@@H](CCl)C=N1
HOMO level	-0.5009	Eh
multiplicity	1
total energy	-94480.068	eV
molecular weight	253.6	g mol⁻¹
HOMO-LUMO gap	10.5	eV
energy relative to the best compared isomer or geometry (same formula, charge and spin)	7.8	kcal/mol

Look up the total energy of the second one.
-60115.191 eV